2 unconnected molecules or ions with the total composition C20H40Br3N2O7P in a non-equilibrium geometry. Source: the Open Molecules 2025 dataset; level of theory: wB97M-V/def2-TZVPD.

Summary:
- SMILES = CCCCN[C@@H](O[C@H](CO[C@](O)(CC(=O)Br)[C@H](C)CC)[C@@H](Br)[C@H](C)Br)P(=N)(O)O.CC(C)=O
- HOMO (eV) = -8.5345
- E_LUMO (eV) = 0.404
- frontier orbital gap (eV) = 8.94

XYZ file:
```
73
Properties=species:S:1:pos:R:3:forces:R:3:mulliken_charge:R:1
C -0.51514 1.67180 -3.76472 0.211 -0.342 -0.619 -0.96
C -0.20805 0.27164 -4.31144 -0.329 0.380 0.017 -0.38
C -1.42019 -0.63786 -4.51898 0.283 0.251 0.009 -0.77
C -2.41851 -0.66066 -3.36877 -0.031 0.252 -0.078 -0.99
N -1.79687 -0.59131 -2.05732 0.206 -0.105 -0.394 0.28
C -0.90291 -1.65780 -1.71851 -0.989 -0.076 0.157 -0.83
O -0.63013 -1.52379 -0.34432 0.368 -0.677 -0.471 -0.07
C 0.74690 -1.35975 -0.07347 -0.466 1.000 1.369 0.13
C 0.97121 -1.84376 1.35598 -0.124 -0.229 -0.634 -1.50
O -0.02415 -1.31305 2.19047 0.356 -0.109 0.040 0.35
C 0.03296 -1.72477 3.55134 -0.498 0.276 0.524 0.18
O 1.03415 -2.64974 3.80762 0.225 -0.418 -0.097 -0.64
C -1.30866 -2.39072 3.85424 -0.296 -0.525 -0.919 -1.19
C -1.60529 -3.51277 2.88086 2.138 -2.778 -0.491 0.35
O -0.91124 -4.50433 2.70268 -2.219 2.919 0.377 -0.50
Br -3.29705 -3.28140 1.90104 0.278 -0.091 0.109 -0.23
C 0.19468 -0.48614 4.43436 -0.355 -0.097 0.342 0.68
C 0.02621 -0.82732 5.92068 -0.068 0.250 -0.442 -1.93
C -0.79378 0.61271 4.07876 0.098 0.376 0.245 -0.29
C -0.38802 1.97486 4.64947 -0.198 -0.108 -0.259 -1.60
C 1.13660 0.11100 -0.34325 0.205 -0.225 0.483 -0.42
Br -0.15591 1.38213 0.36888 0.050 0.001 -0.197 -0.06
C 2.57054 0.49572 0.04606 -0.236 -0.099 -0.317 0.03
C 3.58915 -0.56732 -0.31059 0.140 0.130 0.198 -1.44
Br 2.81982 1.07455 1.89786 0.083 -0.119 -0.029 -0.10
P -1.50795 -3.41754 -1.96206 1.301 -1.020 1.418 0.94
N -0.86673 -4.45402 -1.00584 0.227 0.368 -0.240 -0.95
O -1.20650 -3.83348 -3.48702 -0.476 0.636 -0.230 -0.48
O -3.10139 -3.46854 -1.79386 -0.193 0.328 -0.915 -0.57
H -0.67902 2.35208 -4.59021 -0.167 0.253 -0.126 0.49
H 0.35048 2.05102 -3.24394 0.150 0.244 0.320 0.07
H -1.37480 1.70790 -3.11558 -0.104 -0.028 0.335 0.24
H 0.56034 -0.20229 -3.70809 0.033 -0.239 0.223 0.07
H 0.24046 0.40982 -5.28803 0.310 -0.111 -0.245 0.59
H -1.95480 -0.26058 -5.38377 -0.226 0.008 -0.274 0.47
H -1.07099 -1.62558 -4.79732 0.007 -0.311 0.110 0.34
H -3.11653 -1.49245 -3.47695 -0.002 -0.327 -0.040 0.36
H -3.03014 0.22735 -3.46797 -0.181 0.282 0.135 0.58
H -2.47401 -0.47639 -1.31774 -0.079 -0.057 0.125 0.19
H 0.02085 -1.58854 -2.28428 0.134 -0.033 -0.427 0.26
H 1.35702 -2.00705 -0.69618 0.132 -0.074 -0.340 0.69
H 1.96705 -1.58175 1.68580 0.275 0.189 0.127 0.32
H 0.94104 -2.92936 1.31274 -0.190 -0.288 0.197 0.41
H 1.78851 -2.21367 4.20801 0.184 0.185 -0.008 0.51
H -1.30477 -2.84900 4.82999 0.017 -0.030 0.433 0.47
H -2.10781 -1.67609 3.75511 -0.157 0.319 0.203 0.55
H 1.20860 -0.11280 4.29452 0.238 0.029 -0.338 0.56
H 0.42139 -0.01726 6.51700 0.301 0.080 0.280 0.49
H -1.03000 -0.86595 6.15036 -0.330 -0.233 0.155 0.42
H 0.48267 -1.77100 6.18496 0.232 -0.153 0.229 0.38
H -0.96276 0.68612 3.01577 0.227 -0.072 -0.322 0.05
H -1.74847 0.35806 4.52345 -0.372 -0.155 0.005 0.44
H -0.88296 2.16754 5.59261 0.019 0.092 0.295 0.38
H -0.68227 2.75556 3.95986 -0.058 0.290 -0.076 0.36
H 0.68265 2.05769 4.79447 0.275 0.009 0.023 0.38
H 1.07907 0.27001 -1.41310 -0.086 0.069 -0.317 0.03
H 2.82475 1.36677 -0.53503 -0.065 0.487 0.033 0.71
H 3.64960 -1.36007 0.42137 -0.059 -0.237 0.133 0.35
H 3.36189 -0.99850 -1.27702 -0.050 -0.097 -0.329 0.33
H 4.56115 -0.09831 -0.36627 0.319 0.010 -0.025 0.45
H -0.21152 -4.05491 -0.35010 -0.100 -0.252 0.311 0.34
H -1.91695 -4.37436 -3.84376 -0.056 -0.050 -0.259 0.32
H -3.26297 -4.37536 -1.50085 -0.278 -0.049 0.478 0.33
C 1.13539 5.06321 -1.42763 -0.142 -0.201 -0.101 -0.75
C 0.87965 5.38869 -2.88129 0.042 0.029 0.111 0.78
O 0.21358 4.66333 -3.57906 -0.033 0.072 -0.082 -0.50
C 1.49512 6.65976 -3.41745 -0.106 -0.091 -0.185 -1.18
H 0.63884 4.12892 -1.17093 0.004 0.005 -0.009 0.00
H 2.20738 4.95837 -1.25079 0.010 0.136 0.069 0.31
H 0.74455 5.85846 -0.79135 0.133 0.060 0.031 0.36
H 2.58120 6.61927 -3.32172 0.000 0.088 0.117 0.33
H 1.11856 7.52029 -2.86266 0.121 0.012 0.078 0.33
H 1.23526 6.77270 -4.46709 -0.010 -0.010 -0.008 0.31
```
Forces are in eV/Å.

=====

12 unconnected molecules or ions with the total composition C20H40Cl16O12 in a non-equilibrium geometry. Source: the Open Molecules 2025 dataset; level of theory: wB97M-V/def2-TZVPD.

Summary:
- SMILES = COC(=O)OC.COC(=O)OC.COC(=O)OC.COC(=O)OC.ClCCl.ClCCl.ClCCl.ClCCl.ClCCl.ClCCl.ClCCl.ClCCl
- HOMO (eV) = -10.6379
- E_LUMO (eV) = -0.083
- frontier orbital gap (eV) = 10.55

XYZ file:
```
88
Properties=species:S:1:pos:R:3:forces:R:3:mulliken_charge:R:1
C -11.13551 10.69873 -22.79073 -0.761 1.070 2.692 -0.70
O -10.95866 9.65940 -23.68516 -0.305 -0.307 -0.579 -0.29
C -10.07581 9.71138 -24.66093 2.263 -2.240 -2.598 0.79
O -10.15370 9.03482 -25.68386 -0.634 1.449 1.538 -0.59
O -8.93916 10.33774 -24.33203 0.635 1.806 0.858 -0.33
C -7.88520 10.62234 -25.31960 -1.273 -1.300 -0.606 -0.56
H -11.70488 10.31312 -21.94502 -0.584 -0.468 -0.376 0.30
H -11.72127 11.54440 -23.15103 0.231 -0.075 -0.559 0.29
H -10.30681 11.06181 -22.18284 0.913 -0.007 -1.033 0.30
H -7.39832 9.67189 -25.53792 -0.001 0.072 -0.103 0.27
H -7.12222 11.33749 -25.01215 -0.652 0.022 0.783 0.24
H -8.38239 10.97569 -26.22296 0.166 -0.007 -0.023 0.28
C -2.50024 17.39144 -31.46543 -0.680 0.878 0.867 -0.58
O -2.56008 16.03106 -31.01586 0.463 -1.145 -0.147 -0.33
C -3.26604 15.56720 -29.94480 -0.413 -2.788 -1.165 0.80
O -3.40521 14.36141 -29.68206 0.850 3.276 -0.667 -0.58
O -3.87891 16.55033 -29.35010 0.166 1.581 -0.179 -0.31
C -4.74317 16.34767 -28.28384 -0.837 -0.097 1.896 -0.64
H -3.49897 17.82707 -31.49508 -0.026 -0.001 0.265 0.28
H -2.10090 17.56061 -32.46543 0.133 -1.246 -0.075 0.26
H -1.85819 17.99396 -30.82290 -0.155 -0.105 0.321 0.27
H -5.00434 17.32515 -27.87833 0.023 0.134 -0.396 0.25
H -4.28000 15.83998 -27.43777 0.253 -0.353 -0.278 0.29
H -5.67363 15.83150 -28.52025 0.213 -0.137 -0.440 0.29
C -11.69527 16.06114 -25.28350 -0.224 0.373 0.800 -0.61
O -10.58555 16.38391 -24.41268 0.736 -0.399 0.309 -0.28
C -10.56078 17.58572 -23.82239 -1.249 1.697 -0.256 0.78
O -11.39181 18.48740 -23.97775 1.621 -1.967 0.313 -0.56
O -9.46379 17.69314 -23.02117 -1.317 -0.680 -1.422 -0.29
C -9.39637 18.88528 -22.26220 0.764 0.165 1.103 -0.64
H -11.58256 16.65293 -26.19189 -0.639 0.120 0.213 0.28
H -12.58522 16.17338 -24.66423 -0.319 0.820 -0.619 0.29
H -11.76225 15.00521 -25.54548 1.116 -0.066 0.172 0.22
H -9.23152 19.80670 -22.82069 -0.313 -0.262 -0.374 0.29
H -8.50812 18.71406 -21.65409 -0.012 0.172 0.058 0.23
H -10.23697 18.98690 -21.57576 -0.170 0.023 -0.295 0.29
C -11.49840 25.29337 -27.80136 -0.032 -0.520 -0.952 -0.58
O -11.35396 26.29717 -26.79310 0.706 1.279 0.408 -0.33
C -10.54335 27.42437 -26.89399 -0.590 0.394 0.743 0.78
O -10.51584 28.32824 -26.06441 -0.147 -2.455 -1.682 -0.55
O -9.83999 27.39552 -28.03449 0.097 -0.740 0.013 -0.31
C -8.70566 28.23640 -28.17398 0.171 1.218 0.062 -0.63
H -11.37928 24.26480 -27.46085 0.527 0.280 0.998 0.27
H -10.82145 25.37675 -28.65159 -0.026 0.480 0.177 0.28
H -12.52320 25.24026 -28.16886 -0.111 0.797 -0.014 0.26
H -8.36861 28.21317 -29.21030 -0.268 -0.335 0.068 0.24
H -7.86841 27.97454 -27.52702 -0.229 -0.388 0.128 0.29
H -8.97057 29.26839 -27.94396 -0.091 -0.009 0.059 0.29
C -15.54728 19.04227 -19.77401 0.581 0.267 -1.100 -0.21
Cl -17.20343 19.35052 -19.32815 -0.293 0.192 0.417 -0.14
Cl -15.21616 17.32447 -19.94444 0.161 -0.466 0.229 -0.15
H -15.40993 19.43941 -20.77975 -0.008 0.148 0.237 0.23
H -14.81022 19.49614 -19.11157 -0.431 -0.142 0.205 0.28
C -14.65552 9.51766 -29.90919 -0.173 0.638 -0.008 -0.21
Cl -14.97617 7.82497 -30.14952 -0.056 -0.520 -0.261 -0.13
Cl -16.03202 10.54597 -30.56141 1.075 -0.582 0.657 -0.16
H -14.50540 9.63137 -28.83558 -0.475 0.474 -0.192 0.25
H -13.73153 9.80316 -30.41202 -0.362 -0.016 -0.193 0.25
C -19.84184 15.67572 -25.73801 0.247 -0.165 -0.130 -0.21
Cl -20.97225 14.59766 -24.93827 -0.256 -0.296 0.200 -0.14
Cl -20.57743 17.22691 -26.10969 -0.037 0.331 -0.039 -0.14
H -19.00395 15.82759 -25.05760 -0.087 0.022 -0.304 0.25
H -19.55809 15.21231 -26.68291 0.133 0.108 0.273 0.25
C -14.10280 19.51940 -32.24960 0.790 0.227 0.088 -0.25
Cl -14.12738 18.56280 -33.77601 0.093 0.716 0.800 -0.14
Cl -15.07057 18.74950 -30.98155 0.016 0.343 -0.281 -0.14
H -13.09363 19.64307 -31.85669 0.152 -0.913 -0.238 0.25
H -14.33589 20.57292 -32.40401 -1.050 -0.375 -0.367 0.28
C -6.92918 20.94817 -14.40835 -0.467 -0.699 0.800 -0.22
Cl -5.55072 21.94416 -14.05302 0.633 0.553 -0.177 -0.14
Cl -8.33839 21.84934 -14.98853 0.188 -0.084 -0.194 -0.14
H -6.64393 20.14560 -15.08852 -0.183 0.356 -0.123 0.27
H -7.20431 20.52919 -13.44043 -0.169 -0.128 -0.308 0.23
C -8.52659 12.23278 -33.23699 -0.028 -0.108 -0.572 -0.23
Cl -9.59195 11.29870 -34.33615 0.020 0.132 0.459 -0.15
Cl -9.34546 13.54894 -32.39312 -0.129 -0.027 -0.048 -0.14
H -8.11617 11.56515 -32.47942 0.018 0.104 -0.358 0.27
H -7.79850 12.66852 -33.92120 0.125 -0.099 0.530 0.25
C -2.42924 14.92492 -19.12552 -0.140 0.759 -0.093 -0.22
Cl -3.79397 14.01591 -19.74736 -0.077 -0.621 0.121 -0.13
Cl -2.93516 16.63086 -19.03106 0.312 0.268 -0.010 -0.15
H -2.15688 14.67038 -18.10126 -0.065 -0.438 -0.391 0.25
H -1.62105 14.83767 -19.85169 -0.033 0.033 0.373 0.25
C -5.97482 27.64063 -21.51310 0.250 -0.562 0.555 -0.23
Cl -6.83290 27.21333 -19.98532 -0.073 0.512 -0.727 -0.14
Cl -5.63556 26.10191 -22.39092 0.122 0.888 0.180 -0.15
H -6.49492 28.32071 -22.18771 -0.469 -0.367 0.372 0.28
H -5.07555 28.14417 -21.15833 0.164 -0.474 -0.385 0.25
```
Forces are in eV/Å.

=====

A molecular structure, C20H40IrNP3S2 in a non-equilibrium geometry. Source: the Open Molecules 2025 dataset; level of theory: wB97M-V/def2-TZVPD.

Summary:
- expectation value of S² = 6.018
- HOMO (spin up / spin down) (eV) = -15.0876 / -18.0896
- energy relative to the best compared isomer or geometry (same formula, charge and spin) (kcal/mol) = 54.5
- E_LUMO (spin up / spin down) (eV) = -8.906 / -12.705
- charge = +3
- frontier orbital gap (spin up / spin down) (eV) = 6.18 / 5.39
- 2S+1 = 5

XYZ file:
```
67
Properties=species:S:1:pos:R:3:forces:R:3:nbo_charge:R:1
Ir -0.11023 0.36805 0.01692 -0.553 -1.034 3.210 0.13
P 1.70081 1.52459 0.85221 0.323 0.081 -0.016 1.08
P -1.52196 0.37953 2.00269 -1.241 0.197 0.210 1.09
P -1.00202 2.20461 -0.80015 -1.284 1.527 -0.218 1.18
H -0.31861 -0.36726 -3.57151 0.735 0.011 1.191 0.28
C 0.10143 -0.54100 -2.52436 -1.358 -2.095 -1.071 -0.50
C 1.35113 0.14037 -2.23444 1.927 1.625 0.370 -0.41
H 1.77838 0.88859 -2.91852 -0.333 -0.456 0.324 0.22
C 3.15601 0.57388 1.39142 0.193 -0.160 0.103 -0.97
C 1.34031 2.57898 2.27734 0.142 0.275 0.081 -0.97
C 2.40955 2.60697 -0.42051 0.335 0.265 0.229 -0.96
C -3.08692 -0.62144 1.91645 0.237 -0.010 -0.099 -0.94
C -0.72720 -0.29262 3.50618 0.348 -0.093 -0.132 -0.96
C -2.27663 1.92883 2.67569 0.339 -0.036 -0.170 -0.94
C -0.55455 2.88419 -2.44213 -0.049 -0.114 0.189 -0.96
C -1.13659 3.78810 0.12238 -0.130 -0.393 -0.297 -0.95
C -2.74090 1.62244 -1.03903 0.076 0.561 -0.451 -0.97
H -0.73485 -0.05703 -1.85525 0.514 -1.513 -1.020 0.21
H 1.95382 0.01242 -1.28068 -0.992 -0.238 -1.400 0.22
H 3.39732 -0.23336 0.69163 -0.007 0.173 -0.009 0.24
H 2.99845 0.12890 2.37904 -0.029 0.105 -0.085 0.26
H 4.02855 1.23500 1.45258 -0.159 -0.088 0.048 0.28
H 0.91870 2.00596 3.10895 0.163 0.058 -0.175 0.25
H 0.63873 3.37598 2.01631 0.165 -0.169 0.054 0.26
H 2.27688 3.03853 2.60815 -0.118 0.019 0.066 0.28
H 2.52990 2.07272 -1.36610 0.026 0.204 0.265 0.25
H 3.39407 2.93273 -0.07218 -0.080 0.133 -0.156 0.27
H 1.79029 3.49178 -0.58775 0.084 -0.119 0.020 0.25
H -3.70128 -0.40636 2.81203 0.346 -0.162 -0.430 0.27
H -2.86163 -1.69745 1.86951 -0.263 0.505 0.217 0.24
H -3.65277 -0.34025 1.01796 0.066 -0.063 0.277 0.25
H -1.24515 0.07076 4.40083 0.007 -0.066 -0.235 0.28
H 0.31367 0.02840 3.56064 -0.017 -0.050 0.073 0.24
H -0.73743 -1.38694 3.51834 -0.051 0.152 -0.087 0.25
H -2.79848 1.66854 3.61266 0.203 0.075 -0.422 0.27
H -3.00347 2.35075 1.96476 0.246 -0.145 0.356 0.25
H -1.49254 2.66400 2.90158 -0.337 -0.138 -0.001 0.25
H -1.45260 3.41342 -2.79953 0.296 -0.327 -0.079 0.27
H -0.24997 2.08337 -3.12986 -0.148 0.538 0.032 0.24
H 0.21848 3.65525 -2.33573 0.045 -0.399 -0.114 0.27
H -1.72056 4.44543 -0.54289 0.243 -0.030 0.377 0.27
H -0.12912 4.20718 0.27554 -0.545 -0.004 -0.053 0.25
H -1.67224 3.65393 1.07014 0.353 0.247 -0.396 0.26
H -3.09851 2.09264 -1.96743 -0.236 -0.213 0.339 0.27
H -3.36884 1.95244 -0.19894 0.133 -0.220 -0.302 0.26
H -2.78738 0.52672 -1.15249 -0.061 0.462 0.089 0.23
C 1.58170 -2.77929 -2.91189 -0.281 1.809 -0.003 -0.13
C 0.31683 -2.16719 -2.33660 0.373 2.099 1.188 -0.36
C -0.86001 -3.04307 -2.36746 -0.340 1.171 -0.425 -0.02
C -0.59305 -4.35326 -2.01319 0.827 -1.826 0.228 -0.08
C 0.72315 -4.86531 -2.06368 -1.115 -0.787 0.460 -0.29
C 1.80594 -4.10733 -2.54123 0.587 -0.402 -0.559 0.00
S 2.88918 -1.75316 -3.38951 1.195 -2.051 -0.482 0.39
H 2.35209 -0.83061 -4.18203 -0.630 0.105 -0.046 0.17
H 0.57892 -2.29351 -1.25156 0.013 0.701 -0.435 0.26
H -1.83215 -2.54817 -2.41147 0.032 -0.669 -0.152 0.24
H -1.37327 -5.02467 -1.63809 0.124 0.226 -0.471 0.26
H 0.88695 -5.91711 -1.80196 -0.047 0.534 -0.050 0.27
H 2.80018 -4.58862 -2.63940 -0.645 0.450 -0.012 0.28
S -0.71578 -4.02363 1.55076 1.565 1.024 -0.050 0.59
C 0.92264 -3.54665 1.96588 -0.164 1.150 -0.872 -0.39
C 1.21366 -2.28326 1.45383 -1.222 -1.262 0.544 -0.06
N 0.13907 -1.67837 0.78231 -0.234 -1.861 0.155 -0.58
C -0.89860 -2.54311 0.72547 0.984 0.478 0.317 -0.18
H 1.60745 -4.19036 2.51249 -0.322 0.107 -0.058 0.29
H 2.15959 -1.76540 1.58529 -0.383 -0.130 -0.080 0.25
H -1.81850 -2.35016 0.18954 0.129 0.254 0.099 0.25
```
Forces are in eV/Å.